P | Computed, not measured: one molecule with the formula C2H2FP, with ωB97M-V/def2-TZVPD.

The calculation puts the frontier orbital gap at 0.4035 Ha. The calculation puts the LUMO energy at 0.0388 Ha. Its SMILES is FP1=CC=1. The value obtained for the highest occupied orbital energy is -9.9 eV.

CARTESIAN COORDINATES (ANGSTROEM)
C1 0.69 -0.47 0.19
C2 -0.41 0.07 0.79
F1 -0.61 0.74 -1.78
P1 0.32 1.15 -0.54
H1 1.14 -1.45 -0.09
H2 -1.12 -0.04 1.43

---

Q | Computed, not measured: one molecule with the formula C2H2FP, with ωB97M-V/def2-TZVPD.

The calculation puts the frontier orbital gap (alpha / beta) at 0.2589 / 0.2589 Ha. The calculation puts the LUMO energy (alpha / beta) at -0.0836 / -0.0832 Ha. The value obtained for the highest occupied orbital energy (alpha / beta) is -9.3 / -9.3 eV.

CARTESIAN COORDINATES (ANGSTROEM)
C1 0.45 0.54 -1.00
C2 -0.93 -0.48 0.30
F1 -0.02 -1.71 -2.29
P1 -0.79 -0.49 -1.49
H1 0.58 1.38 -0.49
H2 -0.05 -0.94 0.92

---

R | Computed, not measured: a 2-piece molecular cluster, C2H2FP overall, with ωB97M-V/def2-TZVPD.

The calculation puts the frontier orbital gap at 0.3511 Ha. The calculation puts the LUMO energy at -0.0251 Ha. The value obtained for the highest occupied orbital energy is -10.2 eV.

CARTESIAN COORDINATES (ANGSTROEM)
C1 -0.77 0.29 -0.09
C2 0.44 0.54 -0.57
F1 -1.30 2.86 0.45
P1 -0.93 1.44 -1.34
H1 -1.25 -0.10 0.80
H2 1.42 0.12 -0.50

---

Question: which arrangement is favored energetically? Ranking from most to least stable: P, R, Q.

---

P | Computed, not measured: one molecule with the formula C2HN3O3, with ωB97M-V/def2-TZVPD.

The calculation puts the frontier orbital gap at 0.3898 Ha. The calculation puts the LUMO energy at -0.0485 Ha. Its SMILES is O=[N+]([O-])c1cnon1. The value obtained for the highest occupied orbital energy is -11.9 eV.

CARTESIAN COORDINATES (ANGSTROEM)
C1 0.09 -0.22 -0.11
C2 -0.75 0.89 -0.12
H1 -0.46 1.97 -0.12
N1 1.52 -0.27 0.10
N2 -1.98 0.38 -0.08
N3 -0.59 -1.39 0.04
O1 1.96 0.86 0.20
O2 2.10 -1.28 -0.14
O3 -1.88 -0.94 0.22

---

Q | Computed, not measured: C2HN3O3 as an isolated structure, with ωB97M-V/def2-TZVPD.

The calculation puts the frontier orbital gap at 0.3617 Ha. The calculation puts the LUMO energy at -0.0579 Ha. The value obtained for the highest occupied orbital energy is -11.4 eV.

CARTESIAN COORDINATES (ANGSTROEM)
C1 -0.66 -0.54 0.46
C2 1.06 0.28 -1.13
H1 -2.46 0.09 -0.02
N1 -1.99 -0.28 0.80
N2 0.27 -0.87 1.42
N3 1.15 -0.03 1.41
O1 1.36 1.14 0.10
O2 1.54 0.54 -2.13
O3 -0.27 -0.33 -0.90

---

Question: which arrangement is favored energetically? Ranking from most to least stable: Q, P.

---

P | Computed, not measured: a 2-piece molecular cluster, C3H8O3 overall, with ωB97M-V/def2-TZVPD.

The calculation puts the frontier orbital gap at 0.3956 Ha. The calculation puts the LUMO energy at 0.0218 Ha. Its SMILES is O=CCCO.O. The value obtained for the highest occupied orbital energy is -10.2 eV.

CARTESIAN COORDINATES (ANGSTROEM)
O1 -1.09 -1.26 0.89
C1 -0.48 -1.12 -0.14
C2 -0.14 0.28 -0.52
C3 0.97 0.44 -1.60
O2 2.24 0.03 -1.32
H1 -0.12 -2.04 -0.65
H2 -1.07 0.79 -0.80
H3 0.11 0.76 0.46
H4 0.78 -0.14 -2.56
H5 0.90 1.55 -1.94
H6 2.38 -0.07 -0.28
H7 -1.29 -0.26 2.29
H8 -2.03 0.58 3.21
O3 -1.14 0.47 2.93

---

Q | Computed, not measured: a 2-piece molecular cluster, C3H8O3 overall, with ωB97M-V/def2-TZVPD.

The calculation puts the frontier orbital gap at 0.4044 Ha. The calculation puts the LUMO energy at 0.0241 Ha. Its SMILES is CCC(=O)O.O. The value obtained for the highest occupied orbital energy is -10.3 eV.

CARTESIAN COORDINATES (ANGSTROEM)
O1 -0.81 1.95 -1.10
C1 -0.36 1.27 -0.20
O2 0.64 0.43 -0.30
C2 -1.20 1.17 1.03
C3 -1.32 2.49 1.81
H1 1.34 0.92 -0.67
H2 -2.13 0.55 0.73
H3 -0.74 0.41 1.72
H4 -0.44 3.09 1.95
H5 -1.87 3.16 1.24
H6 -1.75 2.30 2.72
H7 2.23 -5.46 -2.00
H8 1.78 -6.51 -0.97
O3 2.54 -5.88 -1.17

---

Question: which arrangement is favored energetically? Ranking from most to least stable: Q, P.

---

P | Computed, not measured: a 2-piece molecular cluster, C2H4ClP overall, with ωB97M-V/def2-TZVPD.

The calculation puts the frontier orbital gap (alpha / beta) at 0.2584 / 0.2586 Ha. The calculation puts the LUMO energy (alpha / beta) at -0.0914 / -0.0913 Ha. The value obtained for the highest occupied orbital energy (alpha / beta) is -9.5 / -9.5 eV.

CARTESIAN COORDINATES (ANGSTROEM)
C1 0.18 0.00 0.06
C2 -1.26 0.07 -0.16
P1 1.30 1.20 -0.29
Cl1 3.64 -0.56 0.64
H1 0.60 -1.05 0.46
H2 -1.56 -0.79 0.43
H3 -1.33 0.06 -1.31
H4 -1.57 1.06 0.18

---

Q | Computed, not measured: one molecule with the formula C2H4ClP, with ωB97M-V/def2-TZVPD.

The calculation puts the frontier orbital gap at 0.3418 Ha. The calculation puts the LUMO energy at 0.0272 Ha. Its SMILES is ClP1CC1. The value obtained for the highest occupied orbital energy is -8.6 eV.

CARTESIAN COORDINATES (ANGSTROEM)
C1 0.93 0.17 0.10
C2 -0.48 0.47 0.43
P1 -0.62 -1.40 0.14
Cl1 -1.08 -1.42 -1.82
H1 1.29 0.28 -0.91
H2 1.65 0.07 0.89
H3 -0.65 0.75 1.46
H4 -1.03 1.08 -0.28

---

Question: which arrangement is favored energetically? Ranking from most to least stable: Q, P.

---

P | Computed, not measured: one molecule with the formula C2H5NS, with ωB97M-V/def2-TZVPD.

The calculation puts the frontier orbital gap at 0.3236 Ha. The calculation puts the LUMO energy at 0.0192 Ha. Its SMILES is CC(N)=S. The value obtained for the highest occupied orbital energy is -8.3 eV.

CARTESIAN COORDINATES (ANGSTROEM)
C1 0.68 -0.94 -0.04
C2 -0.52 0.06 -0.13
H1 0.52 -1.31 0.93
H2 0.60 -1.81 -0.71
H3 1.66 -0.55 -0.27
H4 -1.15 1.84 0.42
H5 0.62 1.72 0.05
N1 -0.25 1.31 -0.17
S1 -2.16 -0.32 -0.08

---

Q | Computed, not measured: one molecule with the formula C2H5NS, with ωB97M-V/def2-TZVPD.

The calculation puts the frontier orbital gap at 0.3184 Ha. The calculation puts the LUMO energy at 0.0198 Ha. Its SMILES is C=NSC. The value obtained for the highest occupied orbital energy is -8.1 eV.

CARTESIAN COORDINATES (ANGSTROEM)
C1 -2.16 0.08 0.03
C2 1.79 -0.17 0.12
N1 -0.79 -0.29 -0.11
S1 0.29 0.79 0.24
H1 -2.72 -0.66 -0.50
H2 -2.41 1.07 0.32
H3 2.31 0.55 -0.46
H4 1.37 -0.86 -0.63
H5 2.33 -0.52 0.98

---

Question: which arrangement is favored energetically? Ranking from most to least stable: P, Q.